A) Formula: C8H14N2O3
Source: the OMol25 dataset
Level of theory: ωB97M-V/def2-TZVPD

## Properties
HOMO in eV: -9.7
LUMO energy in eV: 0.649
Structure (SMILES): C[C@H](N)C(=O)N1CCC[C@H]1C(=O)O

Structure (XYZ):
```
27
Properties=species:S:1:pos:R:3:lowdin_charge:R:1
C 3.505 0.133 0.096 -0.04
C 2.179 0.160 0.850 -0.38
N 2.150 -0.803 1.965 0.07
C 1.107 -0.136 -0.084 -0.44
O 1.382 -0.636 -1.170 0.06
N -0.157 0.083 0.297 0.00
C -0.589 0.546 1.581 -0.14
C -1.862 -0.220 1.862 -0.17
C -2.494 -0.394 0.521 -0.12
C -1.284 -0.442 -0.427 -0.18
C -1.480 0.513 -1.583 -0.50
O -2.037 1.525 -1.499 0.18
O -0.972 0.008 -2.739 0.11
H 3.548 -0.853 -0.373 0.08
H 4.401 0.317 0.696 0.09
H 3.460 0.780 -0.784 0.09
H 1.999 1.153 1.164 0.13
H 2.659 -1.616 1.587 0.09
H 1.208 -1.215 2.064 0.07
H 0.106 0.548 2.384 0.11
H -0.990 1.539 1.396 0.14
H -1.690 -1.203 2.282 0.11
H -2.441 0.311 2.617 0.12
H -3.148 0.468 0.342 0.12
H -3.195 -1.224 0.490 0.12
H -1.110 -1.522 -0.762 0.19
H -0.229 -0.589 -2.573 0.09
```

=====

B) Formula: C8H14N2O3
Source: the OMol25 dataset
Level of theory: ωB97M-V/def2-TZVPD

## Properties
HOMO in eV: -9.3
LUMO energy in eV: 0.257

Structure (XYZ):
```
27
Properties=species:S:1:pos:R:3:lowdin_charge:R:1
C -1.893 -1.039 0.218 -0.48
C -0.557 -0.984 -0.360 -0.38
C -2.819 -0.132 -0.779 -0.06
C 1.772 -0.156 -0.437 -0.12
C 2.650 -1.323 0.203 -0.46
C 2.331 1.298 -0.253 -0.11
C 1.097 2.245 -0.093 -0.18
C 0.038 1.353 0.448 -0.15
H -2.909 0.159 1.755 0.22
H -2.158 -1.863 2.229 0.20
H -2.209 -2.184 0.064 0.17
H -2.661 -0.233 -1.965 0.13
H -3.884 -0.217 -0.671 0.03
H -2.674 1.015 -0.448 0.08
H 1.500 -0.474 -1.502 0.18
H 2.990 1.567 -1.085 0.11
H 3.016 1.625 0.619 0.14
H 1.379 2.883 0.674 0.08
H 0.742 2.627 -1.073 0.13
H -1.048 1.699 -0.160 0.15
H -0.125 1.225 1.615 0.15
H 1.288 -2.615 -0.393 0.06
N -1.939 -0.771 1.615 -0.04
N 0.348 -0.016 -0.057 -0.02
O -0.160 -2.130 -0.874 -0.05
O 3.700 -1.001 0.694 0.10
O 2.185 -2.557 0.017 0.11
```

=====

C) Formula: C8H14N2O3
Source: the OMol25 dataset
Level of theory: ωB97M-V/def2-TZVPD

## Properties
HOMO in eV: -9.2
LUMO energy in eV: 0.559
Structure (SMILES): C[C@H](NC(=O)[C@@H]1CCCN1)C(=O)O

Structure (XYZ):
```
27
Properties=species:S:1:pos:R:3:lowdin_charge:R:1
C -3.059 -1.240 0.036 -0.04
C -2.296 -0.011 -0.496 -0.28
N -0.988 -0.184 -1.080 0.10
C -0.100 -0.713 -0.209 -0.42
O -0.561 -1.136 0.888 -0.01
C 1.335 -0.805 -0.599 -0.21
C 2.132 -0.684 0.779 -0.17
C 2.897 0.614 0.861 -0.15
C 1.972 1.372 -0.199 -0.18
N 1.907 0.395 -1.349 -0.03
C -2.025 1.288 0.278 -0.49
O -1.975 2.200 -0.496 0.11
O -1.758 1.293 1.587 0.14
H -2.776 -1.633 1.064 0.09
H -3.115 -2.064 -0.746 0.10
H -4.101 -0.890 0.137 0.08
H -2.736 0.312 -1.456 0.15
H -0.836 -0.558 -1.981 0.15
H 1.601 -1.840 -0.847 0.15
H 1.391 -0.762 1.688 0.14
H 2.747 -1.562 0.761 0.09
H 3.889 0.390 0.457 0.10
H 3.136 1.012 1.863 0.11
H 2.547 2.306 -0.610 0.13
H 0.904 1.656 -0.092 0.10
H 1.327 0.828 -2.105 0.11
H -1.461 0.416 1.869 0.10
```

=====

Structures ranked by computed energy, the most stable listed first: A), C), B).

=====

A) Formula: C4H7F
Source: the OMol25 dataset
Level of theory: ωB97M-V/def2-TZVPD

## Properties
HOMO in eV: -10.2
LUMO energy in eV: 1.056
Structure (SMILES): FCC1CC1

Structure (XYZ):
```
12
Properties=species:S:1:pos:R:3:lowdin_charge:R:1
F -1.591 0.759 -1.561 -0.14
C -0.158 0.383 -1.270 -0.12
C 0.231 0.711 0.272 -0.31
C -0.672 -0.476 0.657 -0.17
C 0.878 -0.434 0.748 -0.22
H 0.415 1.108 -1.924 0.12
H 0.022 -0.780 -1.203 0.12
H 0.381 1.788 0.628 0.16
H -1.073 -0.518 1.642 0.07
H -1.218 -1.260 -0.019 0.14
H 1.079 -0.367 2.040 0.18
H 1.705 -0.914 -0.009 0.15
```

=====

B) Formula: C4H7F
Source: the OMol25 dataset
Level of theory: ωB97M-V/def2-TZVPD

## Properties
HOMO in eV: -9.6
LUMO energy in eV: 1.206
Structure (SMILES): CC/C=C/F

Structure (XYZ):
```
12
Properties=species:S:1:pos:R:3:lowdin_charge:R:1
C -1.072 -0.440 0.327 -0.14
C -0.102 0.447 -0.471 -0.24
C 1.275 0.369 0.306 -0.09
C 2.402 -0.055 -0.273 -0.18
F 3.584 0.017 0.362 0.01
H -1.277 0.133 1.359 0.11
H -0.808 -1.460 0.440 0.05
H -2.117 -0.483 -0.119 0.08
H 0.173 -0.122 -1.487 0.14
H -0.396 1.403 -0.696 0.06
H 1.260 0.730 1.370 0.12
H 2.399 -0.409 -1.278 0.10
```

=====

Structures ranked by computed energy, the most stable listed first: B), A).

=====

A) Formula: C10H13N4
Source: the OMol25 dataset
Level of theory: ωB97M-V/def2-TZVPD

## Properties
HOMO (alpha / beta) in eV: -11.2 / -11.2
LUMO energy (alpha / beta) in eV: -4.661 / -4.660
Net charge: +1

Structure (XYZ):
```
27
Properties=species:S:1:pos:R:3:lowdin_charge:R:1
C -2.825 1.338 0.489 0.00
C -2.521 1.093 1.793 -0.06
C -0.842 0.113 -0.170 -0.19
C -2.002 0.840 -0.547 -0.26
C -0.613 -0.127 1.161 0.00
C 2.500 0.455 1.905 -0.11
C 0.123 -0.378 -1.227 -0.16
C 1.157 -1.425 -0.796 -0.12
C 2.098 -0.820 1.566 0.07
C 2.327 -0.958 0.103 -0.26
N 2.914 1.132 0.837 0.14
N -1.438 0.353 2.097 0.03
N 2.824 0.364 -0.201 0.05
N -2.338 1.101 -1.819 0.17
H -3.702 1.916 0.241 0.12
H -3.125 1.468 2.604 0.13
H 2.493 0.928 2.866 0.12
H -0.459 -0.851 -2.024 0.12
H 0.627 0.486 -1.669 0.12
H 0.648 -2.228 -0.267 0.13
H 1.589 -1.838 -1.709 0.12
H 1.795 -1.614 2.215 0.12
H 3.139 -1.692 -0.039 0.18
H -1.236 0.149 3.069 0.15
H 3.141 0.690 -1.100 0.18
H -3.184 1.611 -2.011 0.12
H -1.818 0.751 -2.602 0.11
```

=====

B) Formula: C10H13N4
Source: the OMol25 dataset
Level of theory: ωB97M-V/def2-TZVPD

## Properties
HOMO in eV: -10.8
LUMO energy in eV: -3.303
Net charge: +1

Structure (XYZ):
```
27
Properties=species:S:1:pos:R:3:lowdin_charge:R:1
C -2.759 1.531 0.525 -0.02
C -3.639 0.513 0.048 -0.01
C -1.410 1.189 0.758 -0.03
C -3.090 -0.766 -0.203 -0.04
C -0.960 0.034 0.167 -0.04
C 2.564 1.599 -0.164 -0.07
C 2.545 0.634 0.881 -0.02
C 1.873 1.394 -1.270 -0.12
C 1.706 -0.409 0.801 -0.28
C 0.921 -0.608 -0.479 -0.28
N -1.784 -0.887 -0.312 0.08
N 1.444 -1.327 1.794 0.13
N 0.613 -1.941 -0.942 0.11
N 1.264 0.210 -1.499 0.08
H -2.983 2.574 0.841 0.13
H -4.725 0.792 0.061 0.13
H -0.664 1.871 1.236 0.13
H -3.825 -1.533 -0.395 0.14
H 3.171 2.504 0.162 0.15
H 3.165 0.813 1.677 0.10
H 1.859 2.104 -2.001 0.10
H 2.265 -1.637 2.239 0.09
H 0.951 -2.200 1.493 0.11
H 0.605 -2.116 -1.938 0.11
H 1.071 -2.616 -0.366 0.09
H -1.390 -1.687 -0.655 0.09
H 1.213 -0.036 -2.460 0.16
```

=====

Structures ranked by computed energy, the most stable listed first: B), A).

=====

A) Formula: CH3F3N2P
Source: the OMol25 dataset
Level of theory: ωB97M-V/def2-TZVPD

## Properties
HOMO in eV: -16.6
LUMO energy in eV: -5.169
Net charge: +1
Structure (SMILES): N/C(F)=[NH+]/P(F)F

Structure (XYZ):
```
10
Properties=species:S:1:pos:R:3:lowdin_charge:R:1
N 1.905 -0.343 -0.115 0.28
C 0.620 -0.525 0.078 -0.37
F 0.214 -1.760 0.485 0.11
N -0.399 0.332 0.076 -0.04
P -2.116 -0.219 0.174 1.16
F -2.513 0.629 1.395 -0.20
F -2.280 1.163 -1.297 -0.40
H 2.370 0.571 -0.168 0.18
H 2.548 -1.094 -0.252 0.15
H -0.348 1.247 -0.375 0.13
```

=====

B) Formula: CH3F3N2P
Source: the OMol25 dataset
Level of theory: ωB97M-V/def2-TZVPD

## Properties
HOMO in eV: -16.2
LUMO energy in eV: -4.236
Net charge: +1
Structure (SMILES): N/C(F)=[NH+]/P(F)F

Structure (XYZ):
```
10
Properties=species:S:1:pos:R:3:lowdin_charge:R:1
N 0.714 -0.007 0.081 0.30
C -0.068 -0.011 1.087 -0.51
F 0.478 -0.283 2.197 0.24
N -1.380 0.158 1.010 -0.01
P -2.521 -0.194 2.384 1.00
F -2.966 1.310 2.425 -0.22
F -3.680 -0.691 1.288 -0.28
H 0.252 0.048 -0.823 0.17
H 1.655 0.112 0.071 0.12
H -1.866 0.083 0.041 0.19
```

=====

Structures ranked by computed energy, the most stable listed first: B), A).